(1)
This record from the Open Molecules 2025 dataset describes a molecular structure, C29H36IOOsP2Si. The level of theory is wB97M-V/def2-TZVPD.

```
71
C29H36IOOsP2Si wB97M-V/def2-TZVPD
Os -0.146 -0.117 -0.920
I 1.763 -1.711 -1.287
C 3.357 -0.825 -0.241
C 4.548 -0.900 -0.920
C 5.745 -0.534 -0.283
C 5.703 -0.151 1.026
C 4.480 -0.062 1.734
C 4.516 0.307 3.101
C 3.372 0.403 3.839
C 2.141 0.205 3.205
C 2.042 -0.150 1.868
P 0.311 -0.193 1.359
C -0.436 -1.752 1.843
C -1.823 -1.934 1.872
C -2.352 -3.124 2.338
C -1.507 -4.156 2.736
C -0.130 -3.998 2.666
C 0.409 -2.800 2.227
C -0.511 1.226 2.088
C 0.108 2.476 1.936
C -0.456 3.604 2.501
C -1.640 3.499 3.226
C -2.245 2.262 3.399
C -1.684 1.125 2.838
C 3.236 -0.359 1.099
H 4.588 -1.258 -1.941
H 6.678 -0.590 -0.824
H 6.616 0.093 1.553
H 5.479 0.507 3.553
H 3.401 0.664 4.887
H 1.242 0.364 3.790
H -2.491 -1.147 1.542
H -3.424 -3.248 2.407
H -1.925 -5.082 3.107
H 0.525 -4.800 2.974
H 1.484 -2.674 2.222
H 1.055 2.564 1.416
H 0.033 4.562 2.395
H -2.076 4.381 3.675
H -3.144 2.175 3.993
H -2.142 0.166 3.037
C -1.365 1.902 -3.319
Si 0.501 1.863 -3.243
C 1.230 0.567 -4.360
C 1.248 3.552 -3.393
C 0.941 1.416 -1.252
H -1.667 2.388 -4.250
H -1.807 2.481 -2.505
H -1.797 0.904 -3.333
H 0.864 0.765 -5.372
H 0.943 -0.456 -4.116
H 2.319 0.621 -4.397
H 1.073 3.900 -4.414
H 2.325 3.544 -3.229
H 0.795 4.273 -2.714
H 0.593 2.347 -0.792
H 2.032 1.354 -1.333
C -3.747 -2.961 -1.312
P -3.324 -1.344 -1.941
C -3.483 -1.382 -3.722
C -4.425 -0.101 -1.269
O -1.847 -1.035 -1.526
H -4.709 -3.257 -1.734
H -3.821 -2.953 -0.227
H -2.991 -3.684 -1.616
H -4.514 -1.636 -3.975
H -2.826 -2.143 -4.143
H -3.256 -0.413 -4.162
H -5.427 -0.518 -1.159
H -4.478 0.759 -1.936
H -4.076 0.228 -0.290
```

Maximum force, eV Å⁻¹: 0.93
Kohn-Sham gap (alpha / beta), eV: 5.7 / 5.7
Net charge: +3
Energy relative to the best compared isomer or geometry (same formula, charge and spin), kcal/mol: 13.5

***

(2)
This record from the Open Molecules 2025 dataset describes 3 unconnected molecules or ions with the total composition C19H23BBrClF13O6P2S2 at a distorted geometry. The level of theory is wB97M-V/def2-TZVPD.

```
68
C19H23BBrClF13O6P2S2 wB97M-V/def2-TZVPD
O 3.150 -1.834 1.906
C 4.005 -1.790 0.967
O 4.803 -2.874 0.558
B 4.045 -3.941 -0.141
C 3.045 -4.831 0.802
C 1.664 -5.314 0.103
C 0.385 -4.418 0.434
F 0.619 -3.447 1.479
F -0.607 -5.294 1.034
C -0.212 -3.551 -0.791
F 0.165 -4.000 -2.079
F 0.398 -2.255 -0.637
C -1.809 -3.424 -0.821
F -2.470 -4.693 -0.993
F -2.205 -2.986 0.487
C -2.408 -2.521 -2.005
F -2.637 -3.433 -3.099
F -1.563 -1.526 -2.517
C -3.848 -1.909 -1.660
F -4.394 -1.457 -2.914
F -4.748 -2.890 -1.185
C -3.854 -0.638 -0.684
F -4.682 -0.986 0.433
F -2.605 -0.239 -0.194
F -4.534 0.462 -1.299
P 3.264 -3.213 -1.742
O 3.105 -4.441 -2.976
Cl 4.584 -1.803 -2.688
P 5.442 -5.182 -0.760
O 6.261 -4.548 -2.132
Br 4.474 -7.138 -1.481
C 4.155 -0.311 0.331
C 5.479 0.289 -0.182
C 5.399 1.745 -0.761
C 4.101 2.590 -0.801
C 2.773 1.991 -0.239
C 2.836 0.544 0.292
H 2.881 -4.390 1.858
H 3.617 -5.819 1.024
H 1.449 -6.349 0.579
H 1.795 -5.566 -1.016
H 3.903 -4.429 -3.550
H 6.977 -3.985 -1.753
H 6.459 -0.298 -0.148
H 6.339 2.256 -1.189
H 4.036 3.652 -1.222
H 1.790 2.583 -0.213
H 1.887 0.068 0.717
C -2.707 5.460 -0.257
S -1.944 3.824 -0.303
O -0.984 3.809 -1.448
C -3.430 2.942 -0.828
H -1.945 6.190 0.016
H -3.112 5.710 -1.240
H -3.501 5.471 0.491
H -3.790 3.351 -1.775
H -4.200 3.037 -0.061
H -3.179 1.896 -0.960
C -4.220 8.278 4.101
S -3.457 6.642 4.057
O -2.498 6.626 2.912
C -4.942 5.759 3.532
H -3.457 9.008 4.374
H -4.625 8.527 3.119
H -5.015 8.289 4.849
H -5.302 6.166 2.585
H -5.713 5.854 4.299
H -4.690 4.706 3.401
```

Maximum force, eV Å⁻¹: 4.83
Kohn-Sham gap, eV: 5.3
Net charge: -1

***

Calculated values (Ha) of energy for the records, taken in order: -2561.54030, -7025.52089.